Entry 1:
{"formula": "C18H19FN2O5S", "method": "ωB97M-V/def2-TZVPD", "max_force_ha_per_bohr": 0.0177, "total_charge": 0, "gap_ev": 8.88, "total_energy_ha": -1681.06041, "species": ["O", "C", "N", "C", "H", "C", "O", "C", "C", "H", "H", "H", "H", "H", "H", "H", "C", "O", "C", "C", "C", "C", "C", "C", "H", "H", "N", "S", "O", "O", "C", "C", "C", "C", "C", "C", "H", "H", "F", "H", "H", "H", "H", "H", "H", "H"], "xyz": [[3.162059, -2.372412, 2.756722], [2.188117, -1.975676, 2.148048], [1.045349, -2.682466, 2.063901], [-0.121081, -2.398416, 1.258298], [-0.036278, -1.443955, 0.747372], [-0.306287, -3.530286, 0.236518], [-0.412274, -4.780374, 0.872404], [0.734147, -5.057278, 1.646476], [0.956097, -3.979250, 2.710726], [1.884587, -4.154381, 3.254397], [0.111293, -3.970139, 3.407242], [0.561567, -6.028752, 2.111077], [1.621062, -5.116095, 0.997231], [-1.230441, -3.389293, -0.325590], [0.548609, -3.535363, -0.459090], [-0.997524, -2.365448, 1.915401], [2.226447, -0.629085, 1.415764], [1.155444, 0.178781, 1.853007], [0.863897, 1.311849, 1.152704], [-0.297856, 1.979712, 1.540914], [-0.738244, 3.082181, 0.841434], [-0.020272, 3.547424, -0.256939], [1.170052, 2.923046, -0.603789], [1.612234, 1.812420, 0.092912], [2.541287, 1.350014, -0.199250], [1.733555, 3.309195, -1.437315], [-0.504214, 4.583541, -1.068457], [-0.729761, 4.182367, -2.692310], [0.528324, 4.192423, -3.366575], [-1.782352, 5.030522, -3.158963], [-1.293150, 2.482100, -2.541363], [-0.409706, 1.452977, -2.804284], [-0.774652, 0.150312, -2.511947], [-2.023428, -0.076652, -1.958092], [-2.926918, 0.945242, -1.716892], [-2.546412, 2.243114, -2.010993], [-3.214057, 3.072962, -1.841286], [-3.895093, 0.718452, -1.300265], [-2.368318, -1.337929, -1.637396], [-0.112152, -0.679545, -2.699914], [0.549333, 1.688737, -3.235470], [-1.317894, 5.056944, -0.704027], [-1.648539, 3.581531, 1.139594], [-0.850188, 1.600524, 2.385596], [2.172178, -0.809986, 0.332064], [3.191451, -0.163590, 1.650405]], "forces_ev_per_angstrom": [[0.37, 0.06, 0.06], [-0.02, 0.49, -0.13], [-0.28, -0.27, 0.12], [-0.19, -0.19, -0.48], [0.00, 0.01, 0.02], [-0.11, 0.37, 0.06], [-0.13, -0.11, -0.01], [0.15, 0.07, 0.33], [0.14, -0.37, -0.07], [-0.14, -0.01, -0.02], [0.04, -0.02, -0.01], [0.09, 0.04, -0.01], [-0.05, -0.01, 0.06], [0.09, 0.05, -0.01], [-0.06, 0.03, 0.02], [0.01, 0.07, -0.07], [0.34, -0.09, -0.02], [-0.07, 0.08, 0.17], [-0.15, 0.14, -0.17], [0.18, -0.13, 0.03], [0.14, 0.06, -0.13], [0.64, -0.47, 0.45], [-0.13, 0.22, 0.29], [0.07, -0.28, 0.22], [0.09, -0.08, -0.02], [0.13, 0.02, -0.06], [-0.16, 0.27, -0.83], [-0.46, -0.15, 0.27], [0.18, -0.27, 0.15], [-0.22, 0.00, 0.16], [0.28, 0.64, -0.28], [-0.06, -0.04, -0.10], [-0.20, -0.08, 0.06], [0.12, 0.17, -0.04], [0.06, -0.09, -0.02], [-0.10, -0.08, -0.06], [-0.15, 0.06, 0.08], [-0.09, -0.03, 0.04], [0.00, 0.08, -0.04], [0.07, -0.09, -0.02], [0.15, -0.05, -0.01], [-0.14, 0.09, -0.11], [-0.15, 0.02, 0.02], [-0.09, -0.05, 0.11], [-0.02, 0.06, 0.07], [-0.16, -0.13, -0.06]]}


Entry 2:
{"formula": "C18H19LuN4O17P2", "method": "ωB97M-V/def2-TZVPD", "relative_energy_kcal_mol": 3.8, "max_force_ha_per_bohr": 0.0144, "total_charge": -2, "gap_ev": 7.47, "total_energy_ha": -4114.32385, "species": ["Lu", "O", "C", "C", "C", "N", "C", "C", "C", "O", "O", "C", "O", "O", "H", "H", "H", "O", "C", "C", "C", "C", "C", "C", "C", "O", "N", "O", "O", "H", "H", "H", "H", "N", "C", "C", "O", "O", "H", "H", "H", "H", "N", "C", "C", "P", "O", "O", "O", "P", "O", "O", "O", "H", "H", "H", "H", "H", "H", "H", "H"], "xyz": [[-0.622311, 0.127675, -0.344312], [0.114362, -4.565192, 4.264114], [0.077994, -3.520274, 3.375810], [0.970079, -3.437980, 2.310532], [0.868380, -2.338461, 1.481059], [-0.035942, -1.388554, 1.658046], [-0.926352, -1.504950, 2.627729], [-0.891453, -2.547272, 3.545037], [-2.049813, -0.470608, 2.601006], [-2.808566, -0.425585, 3.570070], [-2.092362, 0.208589, 1.534917], [1.666623, -2.173380, 0.203220], [2.174391, -3.210739, -0.302457], [1.658791, -1.033494, -0.302223], [0.778382, -5.196111, 3.959038], [1.699737, -4.210519, 2.101590], [-1.627133, -2.594752, 4.332496], [1.446094, 1.292482, -1.538659], [2.253401, 2.114852, -1.159783], [2.383037, 2.670082, 0.178511], [3.384463, 3.604815, 0.378506], [3.587894, 4.169095, 1.623092], [2.771671, 3.799880, 2.712514], [1.782797, 2.882363, 2.544354], [1.531420, 2.251125, 1.267422], [0.634822, 1.388646, 1.152135], [4.634053, 5.130020, 1.808002], [5.352688, 5.411668, 0.855491], [4.809115, 5.594191, 2.930347], [3.001072, 2.506770, -1.882587], [4.020843, 3.898590, -0.447810], [2.950974, 4.258916, 3.675113], [1.142241, 2.586209, 3.363418], [-3.001678, 0.093930, -1.114469], [-3.500293, 1.471872, -1.129406], [-2.379683, 2.471574, -1.431715], [-2.637937, 3.487104, -2.069290], [-1.245436, 2.156668, -0.924929], [-2.997321, -0.298860, -2.056369], [-3.587864, -0.502987, -0.536565], [-3.852092, 1.709417, -0.120844], [-4.321607, 1.627180, -1.836951], [1.195444, -2.278418, -2.837129], [-0.222912, -2.657203, -3.214986], [-0.187271, -3.698343, -4.319988], [-0.982353, -1.052186, -3.698994], [-0.082287, -0.773763, -5.033966], [-2.416922, -1.126553, -4.042920], [-0.501335, -0.112701, -2.624694], [-1.085248, -3.311728, -1.694769], [-0.050707, -4.448771, -1.212532], [-2.342820, -3.948591, -2.118821], [-1.008415, -2.146816, -0.736347], [1.770690, -2.208467, -3.677676], [1.651134, -2.915294, -2.143038], [1.204216, -1.347903, -2.367599], [0.308498, -3.311502, -5.213917], [-1.211401, -3.959931, -4.572000], [0.317068, -4.606995, -3.981188], [-0.480536, -0.067820, -5.536268], [0.733079, -4.087111, -0.753766]], "forces_ev_per_angstrom": [[0.20, 0.21, 0.68], [0.09, -0.04, -0.12], [0.03, -0.07, 0.09], [-0.04, 0.05, 0.04], [0.07, 0.04, 0.05], [-0.11, 0.02, -0.27], [0.07, -0.06, 0.16], [0.07, 0.07, -0.10], [-0.09, 0.09, -0.01], [-0.01, -0.02, 0.09], [0.12, 0.02, -0.32], [-0.18, 0.15, 0.10], [0.17, -0.13, -0.12], [-0.04, -0.14, -0.31], [-0.10, 0.11, 0.04], [0.01, -0.01, -0.01], [-0.05, -0.01, 0.03], [0.11, 0.12, 0.00], [-0.16, -0.09, 0.07], [0.10, 0.03, -0.10], [-0.06, -0.04, -0.04], [0.05, 0.20, -0.01], [-0.10, -0.05, 0.05], [0.06, 0.01, -0.06], [-0.13, -0.11, -0.02], [-0.09, 0.04, 0.02], [0.07, -0.54, 0.09], [0.04, 0.21, -0.11], [-0.02, 0.21, 0.04], [-0.02, 0.00, 0.02], [-0.02, 0.00, 0.02], [-0.01, 0.00, -0.02], [-0.02, -0.01, 0.02], [0.08, -0.18, -0.09], [-0.24, -0.02, 0.00], [0.15, -0.05, 0.08], [-0.07, 0.13, -0.01], [-0.08, 0.00, 0.00], [-0.07, 0.03, 0.08], [0.22, 0.11, -0.04], [0.01, 0.00, -0.06], [0.08, -0.01, 0.07], [0.32, 0.04, 0.23], [0.11, -0.09, -0.14], [0.02, -0.03, 0.03], [-0.14, 0.06, 0.29], [0.33, -0.40, 0.17], [0.00, -0.03, -0.04], [0.05, -0.11, -0.10], [-0.05, 0.22, -0.11], [-0.13, -0.14, -0.19], [-0.01, 0.02, 0.12], [-0.18, -0.21, -0.04], [-0.06, 0.02, 0.11], [-0.13, 0.21, -0.23], [-0.06, -0.23, -0.06], [0.01, 0.00, -0.01], [-0.06, 0.00, -0.02], [-0.01, 0.01, 0.02], [-0.20, 0.42, -0.31], [0.13, -0.04, 0.25]]}


Entry 3:
{"formula": "C18H19N3O3", "method": "ωB97M-V/def2-TZVPD", "relative_energy_kcal_mol": 8.0, "max_force_ha_per_bohr": 0.0117, "total_charge": 0, "gap_ev": 8.98, "total_energy_ha": -1087.34984, "species": ["C", "C", "O", "C", "C", "C", "C", "C", "C", "H", "H", "N", "C", "O", "C", "H", "C", "C", "O", "N", "C", "N", "C", "C", "C", "C", "H", "H", "H", "H", "H", "C", "H", "H", "H", "H", "H", "H", "H", "H", "H", "H", "H"], "xyz": [[3.315714, 3.612228, 3.342394], [1.998276, 4.223020, 2.872500], [0.870450, 3.505667, 3.331774], [0.514037, 2.339356, 2.732641], [1.123770, 1.777911, 1.615193], [0.649965, 0.590383, 1.086455], [-0.426416, -0.065466, 1.666969], [-1.042329, 0.495258, 2.782175], [-0.579125, 1.682280, 3.302956], [-1.050852, 2.129802, 4.162967], [-1.892245, 0.003325, 3.226041], [-0.907259, -1.274973, 1.116864], [-2.225814, -1.570506, 0.948282], [-3.157462, -0.846660, 1.203055], [-2.312025, -2.969651, 0.350727], [-2.672820, -3.650977, 1.123571], [-0.880263, -3.310490, -0.075590], [-0.664757, -3.054858, -1.567449], [-0.411121, -3.950435, -2.340062], [-0.780164, -1.743154, -1.911416], [-0.602771, -1.147114, -3.156488], [-0.668570, 0.179318, -3.104168], [-0.517972, 0.861377, -4.225051], [-0.291197, 0.262652, -5.453126], [-0.219194, -1.122840, -5.499748], [-0.376199, -1.853646, -4.336392], [-0.326742, -2.928787, -4.327050], [-0.043277, -1.631583, -6.436142], [-0.174637, 0.859028, -6.343891], [-0.583099, 1.936553, -4.122858], [-0.998204, -1.061895, -1.193232], [-0.024092, -2.379900, 0.796026], [0.287636, -2.885899, 1.719204], [0.874771, -2.037683, 0.279161], [-0.638441, -4.360420, 0.097197], [-3.027508, -2.990618, -0.470527], [1.126337, 0.188421, 0.204413], [1.960016, 2.256748, 1.131203], [1.978544, 4.319304, 1.780034], [1.878589, 5.219871, 3.306196], [4.145165, 4.230369, 3.010025], [3.442797, 2.607333, 2.947211], [3.328492, 3.557349, 4.427956]], "forces_ev_per_angstrom": [[-0.41, 0.03, -0.07], [0.43, 0.14, -0.05], [-0.22, -0.14, 0.10], [-0.17, -0.21, -0.02], [0.15, 0.33, 0.13], [-0.25, -0.20, 0.09], [0.11, 0.34, 0.11], [0.09, -0.03, -0.05], [0.20, 0.15, -0.03], [-0.06, 0.05, 0.11], [-0.08, -0.03, 0.03], [0.28, 0.01, -0.18], [-0.35, -0.28, -0.25], [-0.22, 0.13, 0.11], [-0.05, -0.02, 0.05], [-0.01, 0.02, 0.00], [0.01, -0.13, -0.13], [-0.01, -0.14, 0.59], [0.05, -0.20, -0.23], [-0.12, 0.28, 0.12], [0.10, 0.11, -0.47], [-0.06, -0.15, 0.41], [0.03, 0.06, -0.26], [0.02, -0.05, -0.05], [-0.04, 0.21, 0.16], [0.00, -0.11, -0.01], [0.00, -0.03, 0.02], [0.01, -0.05, -0.05], [0.01, 0.08, -0.06], [0.01, 0.09, -0.09], [0.06, -0.10, -0.02], [0.28, -0.28, 0.23], [0.04, 0.03, -0.12], [-0.07, -0.02, 0.04], [0.02, 0.17, -0.10], [-0.03, 0.04, 0.07], [0.02, -0.06, -0.09], [0.08, 0.07, 0.00], [-0.06, 0.03, 0.10], [0.01, -0.11, -0.15], [0.12, 0.05, -0.03], [0.07, -0.07, -0.02], [0.03, 0.00, 0.09]]}


Entry 4:
{"formula": "C18H19N3O5", "method": "ωB97M-V/def2-TZVPD", "relative_energy_kcal_mol": 84.9, "max_force_ha_per_bohr": 0.0269, "total_charge": 0, "gap_ev": 8.55, "total_energy_ha": -1237.72514, "species": ["C", "H", "O", "C", "C", "N", "C", "O", "C", "C", "C", "C", "C", "C", "N", "C", "O", "C", "C", "C", "C", "C", "C", "C", "H", "H", "H", "N", "O", "O", "H", "H", "H", "H", "H", "H", "H", "H", "H", "H", "H", "H", "H", "H", "H"], "xyz": [[0.979643, -2.395314, -6.403398], [0.087655, -1.770429, -6.289654], [1.862229, -2.262687, -5.315492], [1.414225, -2.830213, -4.114909], [0.264904, -2.051022, -3.448797], [-0.022459, -2.582261, -2.139299], [0.136379, -1.869061, -1.005425], [0.443765, -0.680259, -1.039501], [-0.130517, -2.602328, 0.260323], [0.052644, -3.982052, 0.342204], [-0.218248, -4.674406, 1.505625], [-0.688602, -3.990946, 2.616333], [-0.851747, -2.621727, 2.574519], [-0.556419, -1.907460, 1.413151], [-0.661015, -0.526546, 1.351723], [-1.100621, 0.349006, 2.295540], [-1.554462, 0.053934, 3.380562], [-1.042409, 1.775658, 1.822838], [-2.223199, 2.498760, 1.934491], [-2.291092, 3.818228, 1.520990], [-1.162848, 4.413905, 1.000231], [0.027302, 3.696566, 0.902948], [0.127429, 2.363681, 1.323249], [1.416301, 1.610120, 1.307570], [1.584051, 1.174899, 0.321441], [1.405766, 0.813938, 2.047713], [2.260981, 2.264770, 1.508288], [1.148912, 4.413515, 0.347671], [2.041382, 3.785617, -0.179605], [1.124240, 5.625035, 0.430006], [-1.173972, 5.439525, 0.663335], [-3.212281, 4.372369, 1.604622], [-3.088973, 2.008967, 2.354211], [-0.302521, -0.145960, 0.471771], [-1.197009, -2.083967, 3.441613], [-0.913401, -4.526698, 3.525924], [-0.061397, -5.741306, 1.546774], [0.449237, -4.525081, -0.504083], [-0.318420, -3.543299, -2.085338], [0.558627, -1.006603, -3.321434], [-0.637663, -2.099879, -4.066724], [2.282269, -2.819788, -3.450024], [1.101852, -3.875729, -4.277801], [1.531575, -2.067359, -7.281908], [0.670920, -3.439312, -6.537793]], "forces_ev_per_angstrom": [[-0.03, 0.01, -0.05], [0.01, -0.03, -0.03], [0.07, 0.10, 0.05], [-0.09, 0.06, 0.25], [0.27, 0.16, -0.41], [0.05, -0.39, -0.19], [-0.12, -0.12, -0.14], [0.10, 0.17, -0.03], [0.00, -0.05, 0.39], [-0.05, 0.12, 0.06], [-0.01, -0.15, 0.01], [0.08, -0.01, -0.21], [-0.06, 0.09, 0.19], [0.06, -0.34, 0.03], [0.05, 0.19, -0.42], [0.04, 0.10, -0.17], [-0.10, -0.04, 0.18], [-0.06, 0.34, 0.08], [0.07, 0.00, -0.01], [0.06, -0.16, 0.00], [0.24, 0.07, -0.08], [-1.20, -0.52, 0.45], [-0.03, 0.24, -0.07], [0.36, -0.12, -0.01], [0.08, -0.06, 0.04], [0.01, -0.03, 0.00], [-0.03, -0.06, 0.04], [0.42, 0.40, -0.14], [0.18, -0.17, -0.22], [0.09, 0.29, 0.00], [0.00, 0.00, 0.02], [-0.08, 0.06, -0.01], [-0.07, -0.05, 0.05], [-0.09, -0.02, 0.25], [-0.01, 0.02, -0.01], [-0.02, -0.03, 0.09], [0.02, -0.09, -0.01], [0.02, -0.02, -0.06], [-0.05, 0.14, 0.14], [-0.10, -0.14, -0.08], [0.08, 0.09, 0.05], [-0.15, -0.08, 0.03], [0.07, 0.05, 0.03], [-0.10, -0.03, -0.04], [0.00, 0.01, -0.01]]}


Entry 5:
{"formula": "C18H19NO2", "method": "ωB97M-V/def2-TZVPD", "relative_energy_kcal_mol": 52.4, "max_force_ha_per_bohr": 0.0316, "total_charge": 0, "gap_ev": 8.76, "total_energy_ha": -902.50041, "species": ["C", "C", "C", "C", "C", "C", "C", "C", "C", "C", "C", "C", "C", "H", "H", "H", "H", "H", "H", "H", "H", "H", "H", "H", "O", "C", "C", "C", "C", "C", "N", "O", "H", "H", "H", "H", "H", "H", "H", "H"], "xyz": [[-0.111337, 0.878841, 0.890767], [-1.406299, 0.429919, 1.590807], [-2.452522, 1.360508, 1.620247], [-3.755248, 0.957785, 1.914091], [-4.003844, -0.380123, 2.247072], [-2.924958, -1.237495, 2.456903], [-1.617125, -0.783694, 2.271645], [1.208391, 0.415408, 1.539745], [2.111008, 1.314650, 2.130545], [3.403305, 0.888717, 2.472775], [3.727047, -0.468413, 2.453992], [2.729278, -1.395792, 2.145779], [1.482680, -0.950362, 1.705444], [-0.093501, 1.973866, 0.851748], [-2.234442, 2.413702, 1.408917], [-4.573544, 1.674861, 1.817318], [-5.036000, -0.733946, 2.329739], [-3.112187, -2.277668, 2.722585], [-0.788535, -1.341309, 2.709499], [1.837273, 2.360847, 2.284228], [4.184587, 1.620515, 2.703407], [4.751795, -0.808726, 2.632488], [2.939332, -2.465460, 2.144452], [0.702004, -1.682871, 1.487353], [1.618464, -1.280511, -1.009187], [2.135443, -0.113371, -1.123643], [1.053310, 0.987807, -1.350243], [0.585761, 1.046853, -2.806744], [-0.940764, 0.936574, -2.825986], [-1.410787, 0.605619, -1.399606], [-0.139922, 0.487194, -0.566919], [3.333658, 0.212008, -1.102927], [1.355388, 1.974324, -0.972685], [0.944428, 1.972233, -3.275278], [1.055731, 0.239601, -3.381267], [-1.381059, 1.870948, -3.177525], [-1.246352, 0.150799, -3.527323], [-2.087403, 1.352901, -0.970888], [-1.927471, -0.372070, -1.372706], [0.087596, -0.542691, -0.661587]], "forces_ev_per_angstrom": [[0.27, 0.09, 1.03], [0.26, 0.62, 0.80], [-0.31, -0.17, -0.40], [0.00, -0.15, 0.06], [-0.08, 0.30, -0.43], [-0.20, 0.23, 0.10], [-0.01, -0.01, -0.47], [-0.40, -0.23, 1.18], [0.29, -0.01, -0.72], [-0.08, -0.08, 0.15], [-0.19, 0.03, -0.35], [-0.14, 0.24, -0.19], [0.06, -0.18, -0.05], [-0.11, -0.09, 0.19], [-0.18, -0.43, -0.29], [0.25, -0.24, 0.20], [0.43, 0.09, 0.10], [0.15, 0.33, 0.32], [-0.22, -0.13, -0.75], [0.15, -0.16, -0.45], [-0.47, -0.22, 0.14], [-0.43, 0.20, 0.07], [-0.07, 0.30, 0.12], [0.60, 0.20, -0.39], [-0.04, 1.11, -0.40], [1.24, -1.05, -0.01], [-0.11, 0.29, 0.36], [0.71, 0.05, -0.32], [-0.17, -0.04, -0.19], [-0.08, 0.02, 0.24], [-0.39, -0.88, -0.86], [-1.39, 0.02, -0.15], [-0.04, -0.37, 0.04], [-0.20, -0.17, 0.19], [-0.20, 0.04, 0.25], [-0.09, -0.08, 0.12], [-0.02, 0.21, 0.23], [0.31, -0.11, -0.10], [0.27, 0.53, 0.21], [0.63, -0.09, 0.43]]}